Density functional theory data (wB97M-V/def2-TZVPD) for an isolated molecule of C18H21N3O4.

Structure (XYZ):
```
46
Properties=species:S:1:pos:R:3:forces:R:3
C 2.2061 4.0160 2.7231 0.0 0.0 0.0
C 1.5510 2.6937 2.4801 -0.1 -0.2 0.0
C 0.1581 2.5848 2.4452 0.3 -0.2 0.0
C -0.4634 1.3786 2.2215 -0.2 0.1 0.0
C 0.2716 0.2046 2.0087 0.3 0.1 0.1
N -0.3508 -0.9980 1.7603 0.3 -0.6 0.0
C -1.6825 -1.2646 1.6122 0.1 -0.1 0.1
O -2.5921 -0.5004 1.8395 -0.3 0.1 0.0
C -1.9016 -2.7002 1.1479 -0.1 0.0 -0.1
N -0.8203 -3.1631 0.2960 -0.1 -0.1 0.1
C -0.5976 -4.5925 0.4040 0.0 0.0 0.0
C -0.9859 -2.7505 -1.0875 0.1 0.3 -0.3
C -0.7792 -1.2468 -1.2636 0.1 -0.1 0.3
O -0.8203 -0.9638 -2.6433 -0.1 -0.1 -0.2
C -0.6197 0.3274 -3.0350 0.0 0.1 -0.2
C -0.3819 1.3933 -2.1742 0.0 -0.3 0.2
C -0.1888 2.6644 -2.6919 0.0 0.1 -0.1
C -0.2296 2.8892 -4.0545 0.0 0.2 0.0
C -0.4684 1.8265 -4.9127 0.0 -0.1 0.0
C -0.6616 0.5568 -4.4110 0.0 -0.2 0.1
C 1.6795 0.3096 2.0452 -0.8 1.2 0.2
N 2.5577 -0.7976 1.8491 0.6 -0.5 -0.1
O 3.7499 -0.6132 1.9819 0.1 -0.1 0.0
O 2.0865 -1.8892 1.5517 0.0 -0.2 -0.1
C 2.2881 1.5470 2.2818 0.0 -0.1 0.0
H 3.2874 3.9162 2.7457 0.1 0.1 0.0
H 1.8724 4.4340 3.6715 0.0 0.1 0.1
H 1.9365 4.7202 1.9373 0.0 0.1 0.0
H -0.4450 3.4677 2.5971 -0.1 0.1 0.0
H -1.5388 1.3172 2.2017 0.0 0.0 0.0
H 0.2677 -1.7806 1.5156 -0.3 0.4 0.0
H -2.8914 -2.7594 0.6689 0.1 0.1 0.1
H -1.9347 -3.3164 2.0514 0.0 0.0 0.0
H -0.4074 -4.8449 1.4456 0.0 -0.1 0.0
H -1.4473 -5.1881 0.0421 0.0 0.0 0.0
H 0.2859 -4.8542 -0.1746 0.0 -0.1 0.0
H -0.2306 -3.2584 -1.6897 0.0 0.0 0.0
H -1.9779 -3.0217 -1.4858 0.1 -0.1 0.0
H -1.5652 -0.6823 -0.7446 0.1 0.0 -0.1
H 0.1989 -0.9676 -0.8496 -0.1 0.0 0.0
H -0.3479 1.2544 -1.1044 0.0 -0.1 0.1
H -0.0050 3.4840 -2.0125 0.0 0.1 0.1
H -0.0780 3.8829 -4.4472 0.0 0.1 0.0
H -0.5038 1.9897 -5.9796 0.0 0.0 -0.1
H -0.8481 -0.2818 -5.0631 0.0 -0.1 -0.1
H 3.3674 1.5771 2.2995 0.0 0.0 0.0
```
Forces are in eV/Å.

- largest force on an atom (eV Å⁻¹) = 1.43
- SMILES = Cc1ccc(NC(=O)CN(C)CCOc2ccccc2)c([N+](=O)[O-])c1
- orbital gap (eV) = 7.845
- charge = 0
- LUMO energy (Ha) = -0.0269

Okay, here come the Mulliken numbers, in e, for every atom:
1 C -1.52
2 C 0.81
3 C -0.82
4 C -0.48
5 C 1.21
6 N -0.05
7 C 0.32
8 O -0.66
9 C -0.72
10 N 0.31
11 C -1.22
12 C -1.18
13 C -0.14
14 O -0.38
15 C 0.44
16 C -0.06
17 C -0.76
18 C -0.51
19 C -0.45
20 C -0.46
21 C -0.46
22 N 1.09
23 O -0.68
24 O -0.71
25 C -0.89
26 H 0.34
27 H 0.36
28 H 0.33
29 H 0.44
30 H 0.56
31 H 0.24
32 H 0.37
33 H 0.47
34 H 0.42
35 H 0.36
36 H 0.31
37 H 0.44
38 H 0.25
39 H 0.46
40 H 0.25
41 H 0.36
42 H 0.39
43 H 0.38
44 H 0.37
45 H 0.42
46 H 0.45